1.
DFT (ωB97M-V/def2-TZVPD) results for a molecular structure, C44H60N2O2SeTl.

## Properties
- calculated total energy (eV) = -123706.2062
- orbital gap (spin up / spin down) (eV) = 4.7370 / 4.4323

Geometry as ORCA input:
```
! wB97M-V def2-TZVPD RIJCOSX def2/J DEFGRID3
* xyz 1 1
Tl 16.0144 12.6296 8.6620
C 8.4700 14.6720 11.2527
C 8.8361 13.2344 11.1463
C 8.2931 12.5494 12.4296
C 8.2442 12.5307 9.9165
C 10.3408 13.0433 11.0180
C 11.0553 13.7980 10.0679
C 12.4106 13.5411 9.7778
Se 13.3118 14.4368 8.3775
C 13.9392 15.6830 9.7065
C 13.1417 16.7654 9.9931
C 13.3962 17.7041 10.9868
C 14.6766 17.6410 11.6302
C 15.6130 16.6772 11.2925
C 15.2710 15.7021 10.2613
O 16.1415 14.8258 9.8907
C 16.9338 16.5951 11.9818
C 18.0315 16.8349 10.9489
C 17.1281 15.2177 12.6279
C 17.0864 17.6723 13.1094
C 12.3306 18.6896 11.3902
C 11.0236 18.0503 11.8825
C 11.9424 19.4920 10.1607
C 12.8494 19.5606 12.5363
C 13.1159 12.5583 10.5414
O 14.3325 12.1994 10.2544
C 12.3964 11.7987 11.5600
C 11.0487 12.0425 11.7077
C 13.1521 10.7317 12.4008
C 13.5047 9.5422 11.5404
C 12.2933 10.1700 13.5530
C 14.3935 11.4236 13.0576
H 7.4252 14.8716 11.4420
H 8.8030 15.1665 10.3401
H 9.0619 15.1300 12.1159
H 7.2435 12.8771 12.6363
H 8.8957 12.7943 13.3311
H 8.2875 11.4151 12.2943
H 7.1386 12.5847 9.9287
H 8.5223 11.4286 9.9119
H 8.5626 12.9258 8.9445
H 10.4778 14.4782 9.4592
H 12.1835 16.8212 9.4845
H 14.8660 18.4141 12.4335
H 17.9715 16.0757 10.1419
H 19.0792 16.8334 11.3505
H 17.9981 17.7978 10.4442
H 17.2907 14.5081 11.8084
H 16.2496 14.9173 13.2463
H 17.9631 15.2671 13.3169
H 17.1708 18.6604 12.6360
H 18.0183 17.4985 13.6895
H 16.2100 17.7100 13.8063
H 10.6340 17.2549 11.2105
H 10.2773 18.8138 12.0659
H 11.2416 17.5752 12.8650
H 11.2270 18.9524 9.4992
H 12.8215 19.8256 9.6228
H 11.4353 20.3981 10.4869
H 13.1264 18.8954 13.3625
H 12.0363 20.1604 12.9896
H 13.7195 20.1511 12.2825
H 10.4681 11.4155 12.4054
H 12.5993 9.0599 11.1093
H 14.0104 8.7430 12.1189
H 14.1000 9.8397 10.7022
H 11.5516 9.4450 13.1862
H 11.8220 10.9647 14.1407
H 12.9554 9.6687 14.2973
H 15.1787 11.6570 12.3080
H 14.8320 10.8288 13.8545
H 14.1278 12.3514 13.5333
C 21.4352 8.3826 10.2524
C 20.9145 8.2909 8.9821
C 19.5288 8.3272 8.8665
C 18.6838 8.4335 9.9359
C 19.1998 8.5401 11.2489
C 20.5843 8.5372 11.3723
C 17.2437 8.6489 9.6470
C 16.8593 8.9262 8.4220
C 15.9684 8.9242 7.3550
C 14.6328 8.4093 7.2621
C 13.8335 8.5180 6.1398
C 14.3154 9.1517 5.0137
C 15.6614 9.6254 5.0244
C 16.4702 9.4916 6.1415
H 22.5124 8.3040 10.4411
H 21.5717 8.1946 8.1006
H 19.0597 8.2945 7.8739
H 18.5485 8.6375 12.1463
H 21.0371 8.6178 12.3775
H 16.5428 8.4712 10.4935
H 14.3446 7.9182 8.1543
H 12.8813 8.0166 6.1821
H 13.8013 9.2343 4.0548
H 16.0922 10.0965 4.0803
H 17.4938 9.8681 6.1620
N 22.3517 12.6321 11.5470
C 21.8364 12.6218 10.1666
C 20.3575 12.3613 10.1657
N 19.5767 12.7521 9.0074
H 23.3914 12.8668 11.6211
H 22.2744 11.6900 11.9434
H 21.8871 13.3611 12.0782
H 22.4035 11.7934 9.6545
H 22.1076 13.5756 9.6389
H 19.9533 12.9414 10.9763
H 20.0781 11.2548 10.3484
H 19.7496 12.0618 8.2799
H 19.7495 13.6938 8.6829
*
```

=====

2.
DFT (ωB97M-V/def2-TZVPD) results for a molecular structure, C44H60N4O2Sc.

## Properties
- calculated total energy (eV) = -77357.0246
- orbital gap (spin up / spin down) (eV) = 4.4882 / 4.4833

Geometry as ORCA input:
```
! wB97M-V def2-TZVPD RIJCOSX def2/J DEFGRID3
* xyz 1 1
Sc -0.9579 0.4375 1.4166
C -0.5769 -1.5009 3.8450
N -0.4857 -1.7571 2.3855
C 0.7983 -2.3940 2.0447
C -1.5842 -2.6382 1.9984
C -1.5201 -4.0042 2.1999
C -2.5611 -4.8282 1.8018
C -3.6484 -4.2594 1.1653
C -3.7330 -2.8875 0.9898
C -2.7306 -2.0211 1.4538
N -2.7105 -0.6343 1.4918
C -3.8075 0.2191 1.4589
C -5.0768 -0.0364 0.9204
C -6.1147 0.8730 1.0295
C -5.9287 2.0853 1.6672
C -4.6697 2.3925 2.1571
C -3.6219 1.4972 2.0458
N -2.2817 1.8472 2.5435
C -1.9112 3.2261 2.1482
C -2.2583 1.7479 4.0198
H -0.1161 -2.3170 4.4083
H -0.0807 -0.5672 4.1119
H -1.6250 -1.4397 4.1323
H 1.0256 -3.2288 2.7115
H 0.7561 -2.7597 1.0198
H 1.6153 -1.6864 2.1289
H -0.6547 -4.4567 2.6668
H -2.5138 -5.8938 1.9789
H -4.4520 -4.8859 0.8008
H -4.5870 -2.5145 0.4578
H -5.2574 -0.9316 0.3575
H -7.0783 0.6236 0.6047
H -6.7418 2.7904 1.7697
H -4.5205 3.3581 2.6242
H -2.4720 3.9678 2.7192
H -0.8483 3.3932 2.3407
H -2.1151 3.3699 1.0894
H -2.8965 2.5144 4.4654
H -2.6307 0.7721 4.3266
H -1.2393 1.8844 4.3885
C 6.2033 -0.6564 -1.0866
C 5.2991 0.5761 -1.2500
C 6.0953 1.8452 -0.9041
C 4.8529 0.6792 -2.7111
C 4.1127 0.4427 -0.3104
C 2.8566 0.1778 -0.7443
C 1.7820 0.1835 0.1864
N 0.5010 0.0647 -0.1064
C -0.0924 -0.1102 -1.3091
C 0.3300 -0.9178 -2.3809
C -0.3983 -0.9414 -3.5384
C -1.4804 -0.0282 -3.6549
C -1.9275 0.8075 -2.6566
C -1.3004 0.6917 -1.3830
O -1.6625 1.3099 -0.3081
C -3.0120 1.8565 -2.8965
C -4.2078 1.6540 -1.9549
C -3.5308 1.8229 -4.3358
C -2.3748 3.2388 -2.6574
C -0.0613 -1.9515 -4.6319
C 1.4361 -1.8903 -4.9699
C -0.4134 -3.3535 -4.1018
C -0.8573 -1.7081 -5.9160
C 1.9896 0.5330 1.6038
O 0.9563 0.8076 2.2980
C 3.3490 0.5900 2.0683
C 4.3221 0.5639 1.1061
C 3.7065 0.7309 3.5503
C 5.2177 0.6864 3.7875
C 3.1689 2.0674 4.0874
C 3.0799 -0.4272 4.3408
H 7.0475 -0.5857 -1.7739
H 6.5973 -0.7302 -0.0710
H 5.6545 -1.5731 -1.3083
H 6.9228 1.9588 -1.6047
H 5.4609 2.7307 -0.9775
H 6.5190 1.8083 0.0998
H 5.7222 0.8701 -3.3400
H 4.3894 -0.2444 -3.0636
H 4.1497 1.5029 -2.8489
H 2.6270 0.0385 -1.7901
H 1.1821 -1.5693 -2.2326
H -1.9996 0.0092 -4.6009
H -4.6477 0.6665 -2.1103
H -3.9193 1.7450 -0.9112
H -4.9728 2.4026 -2.1702
H -4.0106 0.8698 -4.5685
H -4.2785 2.6069 -4.4564
H -2.7317 2.0111 -5.0556
H -1.9839 3.3244 -1.6439
H -1.5547 3.3999 -3.3604
H -3.1147 4.0264 -2.8099
H 2.0549 -2.2198 -4.1339
H 1.6524 -2.5438 -5.8161
H 1.7287 -0.8741 -5.2412
H 0.1441 -3.5853 -3.1932
H -1.4778 -3.4158 -3.8680
H -0.1776 -4.1080 -4.8547
H -0.6691 -0.7118 -6.3217
H -0.5563 -2.4357 -6.6697
H -1.9294 -1.8286 -5.7516
H 5.3469 0.6615 1.4321
H 5.7266 1.5384 3.3330
H 5.4032 0.7275 4.8607
H 5.6593 -0.2389 3.4111
H 3.6715 2.9043 3.5990
H 2.0980 2.1544 3.9105
H 3.3515 2.1373 5.1609
H 3.4271 -1.3911 3.9628
H 3.3635 -0.3558 5.3915
H 1.9957 -0.3854 4.2799
*
```

=====

3.
DFT (ωB97M-V/def2-TZVPD) results for a molecular structure, C44H61N3O6SSeTeZn.

## Properties
- calculated total energy (eV) = -195264.5214
- orbital gap (eV) = 6.6350

Geometry as ORCA input:
```
! wB97M-V def2-TZVPD RIJCOSX def2/J DEFGRID3
* xyz 0 1
Zn 0.0832 -0.6236 -0.8600
C -3.3025 5.7164 1.0895
C -2.5176 4.8927 2.1175
C -1.8236 5.8694 3.0698
C -3.4945 4.0360 2.9379
C -1.5385 3.9502 1.4277
C -1.9979 3.0485 0.4806
C -1.1679 2.0480 0.0152
Se -1.8402 0.8194 -1.3306
C -2.9097 -0.4013 -0.2766
C -4.1635 0.0679 0.0882
C -5.0084 -0.7392 0.8239
C -4.5633 -2.0336 1.0582
C -3.3392 -2.5527 0.6665
C -2.4061 -1.6885 0.0234
O -1.1620 -2.0150 -0.2837
C -3.1515 -4.0365 0.9985
C -4.3312 -4.8409 0.4184
C -3.1031 -4.2185 2.5241
C -1.8857 -4.6521 0.4208
C -6.3485 -0.2947 1.3912
C -6.6524 1.1637 1.0401
C -7.4784 -1.1707 0.8293
C -6.2821 -0.4337 2.9212
C 0.1591 1.8710 0.4669
O 0.8421 0.8032 0.1458
C 0.6857 2.9164 1.2664
C -0.1823 3.8924 1.7368
C 2.1696 3.0560 1.6276
C 2.6499 4.4252 1.1055
C 3.0776 1.9997 0.9926
C 2.3674 2.9813 3.1483
H -3.9675 6.4091 1.5997
H -3.9108 5.0851 0.4497
H -2.6232 6.2917 0.4654
H -2.5632 6.5089 3.5461
H -1.1310 6.5067 2.5271
H -1.2924 5.3383 3.8543
H -4.1923 4.6754 3.4732
H -2.9574 3.4312 3.6655
H -4.0668 3.3694 2.2986
H -3.0151 3.0864 0.1224
H -4.4339 1.0685 -0.2182
H -5.2320 -2.6921 1.5887
H -5.2736 -4.6088 0.9059
H -4.1426 -5.9049 0.5489
H -4.4419 -4.6411 -0.6455
H -4.0284 -3.9077 3.0019
H -2.2902 -3.6358 2.9521
H -2.9335 -5.2675 2.7606
H -1.9065 -4.5918 -0.6661
H -1.8257 -5.7017 0.7050
H -1.0062 -4.1345 0.7909
H -6.7322 1.2867 -0.0380
H -5.8698 1.8181 1.4169
H -7.5965 1.4697 1.4880
H -7.5111 -1.0882 -0.2556
H -8.4384 -0.8483 1.2300
H -7.3406 -2.2180 1.0844
H -5.4661 0.1705 3.3141
H -6.1068 -1.4654 3.2161
H -7.2122 -0.1035 3.3802
H 0.2292 4.6485 2.3850
H 2.3789 4.5358 0.0571
H 3.7321 4.5116 1.1993
H 2.2007 5.2500 1.6511
H 2.9652 2.0256 -0.0866
H 2.8219 1.0028 1.3409
H 4.1159 2.2098 1.2520
H 1.7453 3.7019 3.6714
H 3.4084 3.1787 3.3993
H 2.1204 1.9871 3.5121
C 6.3905 5.6617 -2.9866
C 5.5699 4.3900 -3.0357
S 6.7030 3.0011 -3.4071
O 7.5834 2.8331 -2.2899
O 7.2699 3.2187 -4.7038
C 5.6400 1.4994 -3.5025
C 5.1759 1.2111 -2.0888
N 4.1381 0.2038 -1.9690
C 2.8161 0.3890 -2.1772
N 2.1068 -0.6460 -1.7448
C 2.9799 -1.5206 -1.2127
C 4.2567 -1.0300 -1.3561
N 5.4568 -1.6783 -1.0031
O 5.3404 -2.6878 -0.3369
O 6.5074 -1.2132 -1.4044
C 2.2049 1.5943 -2.7705
H 5.7578 6.5140 -2.7433
H 6.8705 5.8300 -3.9471
H 7.1625 5.5692 -2.2270
H 4.8233 4.4190 -3.8238
H 5.1171 4.1875 -2.0708
H 6.2855 0.7150 -3.8918
H 4.8368 1.7062 -4.2041
H 4.7909 2.1301 -1.6404
H 6.0454 0.8849 -1.5148
H 2.6687 -2.4160 -0.7200
H 2.9446 2.3414 -3.0399
H 1.5108 2.0150 -2.0448
H 1.6276 1.3142 -3.6505
C 0.9451 -5.5611 -3.2362
Te 0.4402 -3.7902 -2.0646
C 1.6578 -4.7797 -0.5632
C 1.9229 -6.1722 -1.0298
C 2.5527 -7.0835 -0.1914
C 2.8029 -8.3750 -0.6144
C 2.4219 -8.7643 -1.8902
C 1.8155 -7.8530 -2.7358
C 1.5701 -6.5527 -2.3152
H 1.6317 -5.3154 -4.0432
H 0.0446 -5.9771 -3.6830
H 1.1459 -4.7833 0.3966
H 2.6137 -4.2713 -0.4292
H 2.8489 -6.7709 0.7990
H 3.2917 -9.0781 0.0457
H 2.5977 -9.7753 -2.2256
H 1.5240 -8.1457 -3.7348
*
```

=====

4.
DFT (ωB97M-V/def2-TZVPD) results for a molecular structure, C44H62Br2CaN2O5P3S3.

## Properties
- calculated total energy (eV) = -278718.2093
- ΔE to the lowest compared entry with this formula, charge and spin (kJ/mol) = 3622.48
- orbital gap (spin up / spin down) (eV) = 4.4979 / 4.4951

Geometry as ORCA input:
```
! wB97M-V def2-TZVPD RIJCOSX def2/J DEFGRID3
* xyz -2 2
Ca -16.7805 13.9116 -6.1912
C -15.3962 8.1761 -9.7140
C -14.0854 9.0708 -9.3467
O -13.6922 8.8108 -8.0075
P -13.7888 10.0364 -6.8610
S -13.4580 9.5014 -4.9893
S -15.3942 11.3980 -7.5371
O -12.7066 11.0047 -7.3044
C -11.0849 10.2795 -7.6019
C -10.5659 9.7613 -8.8597
H -15.3457 7.1559 -9.7205
H -15.5206 8.2934 -10.8308
H -16.4703 8.5397 -9.2332
H -14.0504 10.0734 -9.2191
H -13.4343 8.2908 -9.9070
H -11.3018 9.0874 -7.1827
H -10.1727 10.5101 -6.7298
H -10.9675 8.5821 -9.3050
H -6.2674 7.8170 -8.4195
H -10.4341 10.3004 -9.6995
Br -20.3951 16.7842 -8.9497
C -20.5667 15.0100 -8.6012
C -21.6926 14.2102 -8.8880
C -21.7557 12.8693 -8.7416
Br -23.5368 12.0398 -9.0533
C -20.6958 12.0583 -8.1731
C -20.5708 10.6680 -8.0305
C -19.3288 10.2190 -7.6470
C -18.3620 11.1505 -6.9516
N -18.6448 12.4368 -6.6379
C -19.6238 12.8914 -7.6724
C -19.6072 14.3165 -7.7992
O -18.6219 14.9566 -7.1817
H -22.6985 14.8168 -9.1633
H -21.6893 10.3097 -8.6436
H -19.4495 9.1059 -7.4518
H -17.6040 10.7310 -6.1535
O -17.1670 19.0145 -3.9525
H -16.8199 18.3083 -4.4873
H -16.6723 19.0182 -3.0884
O -14.9348 17.1196 -3.7500
S -14.3849 15.9700 -4.4766
N -15.2080 15.3216 -5.4801
C -11.3864 13.1924 -8.8113
C -11.7057 14.8530 -8.4029
C -13.1290 14.8852 -8.0999
C -13.8742 14.5914 -9.4925
C -13.5127 13.2097 -10.2598
C -12.1319 12.9283 -10.1751
P -15.7545 14.6970 -9.2882
C -16.1283 16.5862 -9.3220
C -15.4559 17.5468 -10.5560
C -15.4682 18.8906 -9.8896
C -16.7624 19.3875 -9.2714
C -16.3990 18.6728 -7.7227
C -16.4602 17.1428 -7.9674
C -16.6767 13.7452 -10.6050
C -18.0798 13.4431 -10.1312
C -18.7248 12.6165 -11.4397
C -17.6430 11.9482 -12.4148
C -17.1009 13.2734 -13.1330
C -16.7059 14.2907 -12.0886
H -11.4110 12.5179 -7.8369
H -10.4396 13.3581 -9.2648
H -11.4015 15.5382 -9.0780
H -11.0218 14.8343 -7.4249
H -13.4135 15.7603 -7.4818
H -13.9030 14.0312 -7.7590
H -13.7448 15.3865 -10.2956
H -13.9112 12.8376 -11.1541
H -13.9794 12.2848 -9.2098
H -11.7447 14.1729 -10.5947
H -11.9916 11.8891 -10.3609
H -17.5799 16.5016 -9.8497
H -16.0519 17.2540 -11.4453
H -14.1619 17.4894 -10.4912
H -14.8769 19.6075 -10.3432
H -14.8489 18.8918 -9.1167
H -17.6307 18.9368 -9.5845
H -16.8891 20.5066 -9.4144
H -17.1197 18.9822 -7.0948
H -15.6330 19.1922 -7.6046
H -17.1176 16.3880 -7.7566
H -15.7890 16.7285 -7.3178
H -15.8858 12.8660 -11.1460
H -18.4887 14.5510 -9.9640
H -18.2715 12.9121 -9.1282
H -19.7741 13.4257 -11.8692
H -19.4300 11.8453 -11.0582
H -18.2395 11.2015 -13.1039
H -17.3552 11.1245 -11.6215
H -17.7012 13.5239 -13.9734
H -16.2039 12.8431 -13.6563
H -17.2551 15.2197 -12.1334
H -15.5739 14.4977 -11.9746
C -17.9123 15.8431 -2.2266
P -18.2559 14.4259 -3.5082
C -18.0096 12.8797 -2.4561
C -17.0901 12.0484 -2.9903
C -16.7192 10.7742 -2.3906
C -17.6782 10.2262 -1.4782
C -18.8338 10.9736 -1.1405
C -18.9145 12.3040 -1.6829
C -20.0782 14.6549 -3.8814
C -20.4884 16.0527 -4.1178
C -21.5749 16.2327 -4.9424
C -22.4580 15.1667 -5.1708
C -22.0081 13.8098 -4.8944
C -20.8899 13.5043 -4.3008
H -17.0464 15.4487 -1.4587
H -18.8445 15.8894 -1.8529
H -17.4212 16.6818 -2.8063
H -16.4779 12.4119 -3.7100
H -16.3392 9.7799 -2.9380
H -17.8079 9.0691 -0.8252
H -19.7765 10.6960 -0.2070
H -19.6198 12.8760 -1.0614
H -19.6733 17.0132 -4.0085
H -21.8732 17.1678 -5.4744
H -23.5016 15.2418 -5.6019
H -22.8808 13.0659 -5.1057
H -20.1985 12.5238 -4.2552
*
```